{"formula": "C23H28BCl44FN2O4Si2", "method": "ωB97M-V/def2-TZVPD", "elements": ["C", "Si", "C", "O", "Si", "C", "C", "N", "C", "C", "C", "F", "C", "C", "C", "C", "O", "C", "O", "B", "N", "O", "H", "H", "H", "H", "H", "H", "H", "H", "H", "H", "H", "H", "H", "H", "H", "H", "H", "H", "H", "H", "H", "H", "H", "H", "H", "H", "H", "H", "C", "Cl", "Cl", "Cl", "Cl", "C", "Cl", "Cl", "Cl", "Cl", "C", "Cl", "Cl", "Cl", "Cl", "C", "Cl", "Cl", "Cl", "Cl", "C", "Cl", "Cl", "Cl", "Cl", "C", "Cl", "Cl", "Cl", "Cl", "C", "Cl", "Cl", "Cl", "Cl", "C", "Cl", "Cl", "Cl", "Cl", "C", "Cl", "Cl", "Cl", "Cl", "C", "Cl", "Cl", "Cl", "Cl", "C", "Cl", "Cl", "Cl", "Cl"], "coordinates": [[2.2117, 2.4095, 2.2773], [0.5256, 2.4273, 1.4624], [-0.8100, 2.4787, 2.7969], [0.3841, 1.1484, 0.3964], [-0.1201, -0.3642, 0.8517], [0.5909, -1.5252, -0.4615], [2.0546, -1.2492, -0.5554], [2.9056, -1.7908, 0.2300], [0.5380, -0.9426, 2.5127], [-0.5048, -1.0576, 3.6489], [-1.1499, -2.4273, 3.7344], [-0.1906, -3.4370, 3.7595], [-1.9917, -0.5118, 0.7581], [-2.5815, 0.2965, -0.4121], [-4.1144, 0.4861, -0.3188], [-4.5403, 1.9118, 0.0352], [-3.5299, 2.5793, 0.8268], [-4.0460, 3.2205, 1.9035], [-4.1290, 4.4050, 1.9869], [0.3202, 4.1003, 0.3264], [-0.8167, 4.2542, -0.6080], [1.2148, 5.1285, 0.3440], [2.5042, 3.3937, 2.6571], [2.2928, 1.7207, 3.1209], [2.9500, 2.1138, 1.5266], [-1.1813, 3.5077, 2.8425], [-0.3806, 2.2656, 3.7786], [-1.6726, 1.8410, 2.6042], [0.4300, -2.5618, -0.1621], [0.1398, -1.3076, -1.4333], [2.3805, -0.5338, -1.3174], [3.8452, -1.4631, 0.0124], [1.3895, -0.3594, 2.8641], [0.9363, -1.9451, 2.3314], [-0.0164, -0.8480, 4.6042], [-1.3197, -0.3350, 3.5553], [-1.8469, -2.6069, 2.9088], [-1.7278, -2.5034, 4.6613], [-2.4926, -0.2630, 1.6974], [-2.1833, -1.5731, 0.5743], [-2.4015, -0.2849, -1.3210], [-2.0927, 1.2653, -0.5039], [-4.5771, 0.2051, -1.2667], [-4.5125, -0.1991, 0.4353], [-4.7182, 2.5040, -0.8620], [-5.4708, 1.8773, 0.6100], [-4.3463, 2.5514, 2.7224], [-0.6885, 3.5885, -1.3688], [-1.6684, 3.9432, -0.1419], [1.9305, 4.9896, 0.9719], [-1.0028, -3.9170, -3.4640], [0.5305, -4.5592, -2.8793], [-0.7061, -2.4771, -4.4457], [-1.8284, -5.1364, -4.4351], [-2.0223, -3.4815, -2.0863], [5.5434, 0.6218, 3.9586], [5.8217, 2.2492, 3.3306], [7.0910, -0.1512, 4.2909], [4.5924, 0.7242, 5.4501], [4.6509, -0.3257, 2.7690], [-5.0307, -4.6277, 0.9071], [-4.6986, -4.9618, 2.6058], [-4.0444, -3.2562, 0.3749], [-4.6001, -6.0324, -0.0697], [-6.7372, -4.2410, 0.6980], [0.0009, -8.3307, -1.4553], [1.5135, -7.5974, -0.9276], [-1.3526, -7.3527, -0.8759], [-0.0704, -8.4107, -3.2265], [-0.1215, -9.9625, -0.7991], [-7.3616, 3.6073, -2.8085], [-9.1066, 3.8314, -2.6548], [-6.9886, 1.8765, -2.7678], [-6.8155, 4.2869, -4.3400], [-6.5414, 4.4150, -1.4716], [7.7656, -2.9215, 7.5238], [8.4869, -3.4046, 5.9829], [6.7024, -1.5418, 7.2575], [6.8390, -4.2705, 8.1853], [9.0462, -2.4744, 8.6551], [-6.7226, 4.3242, -8.6666], [-8.4561, 4.4863, -8.3915], [-6.2774, 2.6162, -8.6310], [-6.2875, 5.0179, -10.2286], [-5.8686, 5.1867, -7.3814], [8.5385, 2.0123, 0.4073], [7.2389, 0.8285, 0.2338], [9.7358, 1.4050, 1.5513], [9.2907, 2.2857, -1.1674], [7.8785, 3.5346, 1.0136], [4.4881, -9.9435, -3.6912], [2.8305, -9.3400, -3.7650], [5.5730, -8.7966, -4.4836], [4.9616, -10.1287, -1.9994], [4.5883, -11.5075, -4.5054], [13.3945, 4.0036, 1.5089], [13.2766, 3.1417, 3.0483], [14.7106, 3.3181, 0.5522], [11.8761, 3.8320, 0.6302], [13.7174, 5.7120, 1.8164], [-11.1539, 7.0643, -6.5456], [-12.4625, 5.9815, -7.0306], [-10.0770, 6.2184, -5.4278], [-10.2422, 7.5577, -7.9745], [-11.8292, 8.4882, -5.7518]], "e_lumo_ev": 0.0, "total_energy_ha": -22255.85263, "orbital_gap_ev": 8.52, "homo_ha": -0.3146}



{"formula": "C23H28BaNO", "method": "ωB97M-V/def2-TZVPD", "elements": ["C", "C", "C", "H", "C", "C", "H", "C", "C", "C", "H", "C", "C", "H", "H", "H", "H", "H", "H", "Ba", "C", "C", "C", "H", "H", "H", "H", "H", "H", "C", "C", "H", "H", "O", "N", "C", "H", "C", "C", "H", "C", "H", "C", "H", "C", "H", "C", "H", "H", "H", "C", "H", "H", "H"], "coordinates": [[1.9751, -0.0964, 3.2123], [2.4597, -0.6412, 1.9992], [2.3639, 0.3478, 1.0093], [2.8157, -1.6466, 1.8516], [1.8028, 1.5003, 1.6011], [1.5763, 1.2251, 2.9690], [1.5335, 2.4103, 1.0957], [-1.0125, -1.5809, 3.1531], [0.0171, -2.3186, 2.5300], [-0.2755, -2.4104, 1.1535], [0.8799, -2.7354, 3.0171], [-1.5129, -1.7583, 0.9250], [-1.9556, -1.2559, 2.1616], [2.6111, 0.2252, -0.0312], [1.1126, 1.8909, 3.6739], [1.8916, -0.6169, 4.1513], [-2.8274, -0.6485, 2.3205], [0.3340, -2.8994, 0.4137], [-1.0714, -1.3078, 4.1927], [0.1311, -0.1454, 1.6696], [-2.2545, -1.6286, -0.3788], [-3.6407, -2.2620, -0.2178], [-1.5204, -2.3296, -1.5185], [-3.5559, -3.2434, 0.2448], [-4.1275, -2.3831, -1.1861], [-4.2853, -1.6518, 0.4106], [-1.5761, -3.4109, -1.4085], [-0.4699, -2.0503, -1.5575], [-1.9737, -2.0713, -2.4754], [-2.4610, -0.1412, -0.7339], [-1.1841, 0.5591, -1.0501], [-2.8904, 0.3852, 0.1187], [-3.1723, -0.0567, -1.5510], [-0.1595, 0.4171, -0.3498], [-1.0952, 1.3564, -2.1313], [-0.1036, 2.3782, -2.3914], [-1.6237, 1.0144, -2.9188], [1.2891, 1.8773, -2.7001], [2.4326, 2.4958, -2.2130], [2.3717, 3.3791, -1.5926], [3.6890, 2.0001, -2.5386], [4.5666, 2.5055, -2.1597], [3.8145, 0.8797, -3.3434], [4.7941, 0.4953, -3.5951], [2.6733, 0.2537, -3.8296], [2.7599, -0.6210, -4.4606], [1.4211, 0.7515, -3.5114], [0.5353, 0.2603, -3.8990], [-0.0702, 3.0686, -1.5485], [-0.4772, 2.9647, -3.2305], [-1.4886, 1.6500, 3.4925], [-1.3288, 1.3437, 4.5465], [-2.5673, 1.5725, 3.2482], [-1.1680, 2.7039, 3.3612]], "e_lumo_ev": 2.3, "total_energy_ha": -1048.37627, "e_above_lowest_kj_mol": 708.5, "orbital_gap_ev": 4.21, "total_charge": -1, "homo_ha": -0.0709}



{"formula": "C23H28BeCaClFMgN2NaO9P", "method": "ωB97M-V/def2-TZVPD", "elements": ["C", "C", "F", "C", "C", "C", "C", "C", "C", "C", "C", "C", "O", "O", "C", "O", "H", "H", "H", "H", "H", "H", "H", "H", "H", "N", "C", "C", "C", "C", "H", "H", "H", "H", "H", "Na", "O", "H", "N", "C", "C", "C", "C", "H", "H", "H", "H", "H", "Mg", "O", "P", "O", "O", "O", "Be", "C", "C", "C", "O", "H", "H", "H", "H", "H", "H", "H", "H", "Cl", "Ca"], "coordinates": [[0.2858, 4.4936, 0.9167], [-0.7788, 3.2163, 1.0871], [-1.6932, 3.4152, 2.2400], [-0.0351, 1.7606, 1.2131], [0.8358, 1.1478, 0.1551], [1.1687, 1.9275, -1.2483], [2.7613, 2.2344, -1.6055], [3.2720, 3.0282, -2.9635], [2.1120, 3.5710, -3.9943], [0.4904, 3.2995, -3.7065], [0.0587, 2.4804, -2.3370], [1.2904, -0.3096, 0.7525], [2.2708, -1.1569, 0.4298], [0.3245, -0.6858, 1.8359], [-0.0301, 0.6395, 2.4326], [-0.2576, 0.8252, 3.7628], [1.1919, 4.2546, 1.6533], [0.6519, 4.5105, -0.2033], [-0.2758, 5.4800, 1.2147], [-1.4517, 3.1717, 0.1146], [3.6148, 1.8710, -0.8601], [4.4456, 3.1614, -3.1323], [2.4364, 4.1576, -4.9769], [-0.3303, 3.7006, -4.4397], [-1.0774, 2.2791, -2.1223], [6.4174, -3.7882, 1.2223], [6.4505, -2.4205, 1.1412], [5.1733, -1.9506, 1.3513], [4.3418, -3.0743, 1.5729], [5.1365, -4.1957, 1.4906], [7.2137, -4.4010, 1.1038], [7.3773, -1.9001, 0.9397], [4.8732, -0.9108, 1.3468], [3.2779, -3.0663, 1.7719], [4.9006, -5.2459, 1.5983], [4.8217, 2.7705, -0.9501], [6.6879, -1.3695, 4.3233], [6.3503, -1.7839, 3.5503], [-2.9285, -0.1553, 0.4380], [-3.4474, 0.7782, -0.4210], [-4.8049, 0.5654, -0.5113], [-5.1166, -0.5313, 0.3273], [-3.9398, -0.9549, 0.9034], [-1.9523, -0.2402, 0.6899], [-2.8078, 1.5110, -0.8944], [-5.4962, 1.1390, -1.1150], [-6.0942, -0.9650, 0.4936], [-3.7359, -1.7556, 1.6017], [2.5073, 5.4962, 2.4568], [8.3380, 1.2461, 5.4795], [7.5864, 2.3384, 4.7011], [8.2020, 3.7106, 5.0199], [6.1048, 2.3328, 5.1126], [7.6997, 2.0637, 3.1925], [6.8172, -3.8438, 3.3493], [-6.4326, -3.2147, -1.7255], [-7.2988, -2.8776, -2.9286], [-8.6540, -3.5620, -2.8451], [-6.6340, -3.2906, -4.1198], [-6.2422, -4.2923, -1.6692], [-5.4560, -2.7253, -1.8053], [-6.9096, -2.8951, -0.7937], [-7.4375, -1.7927, -2.9901], [-8.5423, -4.6519, -2.8285], [-9.2620, -3.3202, -3.7234], [-9.1975, -3.2527, -1.9468], [-6.5066, -4.2527, -4.0741], [-8.2639, -0.7241, -1.5867], [-4.3980, -3.0205, -4.4679]], "e_lumo_ev": -8.6, "total_energy_ha": -3634.46243, "orbital_gap_ev": 1.71, "total_charge": 2, "homo_ha": -0.3803}